Below is C36H46BBrF6IN9PRbS2Si as an isolated structure, with properties calculated with the ωB97M-V functional and the def2-TZVPD basis.

The geometry in XYZ format:
```
105
C36H46BBrF6IN9PRbS2Si | OMol25 | the ωB97M-V functional and the def2-TZVPD basis
Rb 0.65922 -0.54298 0.00753
C 0.90720 0.29129 5.74855
N -0.39054 -0.23818 5.31637
C -1.61868 0.00218 5.89832
C -2.52057 -0.73968 5.20614
N -1.85564 -1.43798 4.21017
B -2.50207 -2.50565 3.30802
N -3.38592 -1.73812 2.14750
C -4.50012 -2.33616 1.58052
C -5.06526 -1.47138 0.73017
N -4.33453 -0.30059 0.79604
C -4.72985 0.94306 0.07435
C -3.28915 -0.53684 1.60549
S -1.97457 0.54287 2.11440
C -0.50911 -1.18900 4.32362
S 0.80518 -1.87770 3.56656
H 0.68863 1.08043 6.43071
H 1.45923 0.61805 4.86616
H 1.48468 -0.46325 6.25870
H -1.77735 0.70310 6.67687
H -3.58615 -0.82684 5.31860
H -1.69997 -3.16756 2.71441
H -3.33335 -3.16615 3.87960
H -4.75851 -3.36590 1.77897
H -5.87654 -1.59973 0.00311
H -5.77893 1.08257 0.26854
H -4.57333 0.83204 -1.03200
H -4.18970 1.78805 0.45881
C -0.10781 -5.32730 -0.33017
C 1.17368 -5.96936 -0.20428
C 2.26655 -5.21357 0.07492
C 2.18801 -3.80717 0.16690
N 0.95457 -3.21736 -0.03042
C -0.12943 -3.95120 -0.22836
C 3.33831 -2.99338 0.48082
C 4.62507 -3.58007 0.66725
C 5.69890 -2.81082 1.04653
C 5.51057 -1.39313 1.20356
C 4.24100 -0.90168 0.98158
N 3.19099 -1.64085 0.63199
H -1.00600 -5.90396 -0.55255
H 1.25743 -7.05309 -0.30982
H 3.19063 -5.73689 0.15809
H -1.04757 -3.40574 -0.34589
H 4.75699 -4.64043 0.58014
H 6.68581 -3.25294 1.16184
H 6.30695 -0.72990 1.52454
H 4.07054 0.17064 1.09382
F 2.50029 1.99474 -1.04403
P 2.83329 1.68906 -2.63024
F 2.95323 0.11254 -2.29683
F 1.22370 1.57147 -2.88707
F 4.38747 1.92102 -2.39479
F 2.75421 3.29177 -2.96217
F 3.01125 1.31272 -4.19804
C 0.27044 -2.40494 -5.81667
C 0.92561 -1.38985 -4.90262
N 0.47430 -1.65655 -3.54387
C -0.84758 -1.82781 -3.25733
N -1.28325 -1.41956 -2.10170
C -2.64188 -1.74104 -1.71089
C -3.30178 -2.82992 -2.53449
C -3.02350 -2.53824 -3.98462
N -1.58804 -2.49883 -4.22051
C -1.22233 -2.34840 -5.62289
H 0.61157 -3.39745 -5.54295
H 0.52998 -2.21351 -6.86738
H 0.67963 -0.37274 -5.22796
H 2.01661 -1.45225 -4.89888
H 0.97815 -1.15381 -2.85698
H -3.23530 -0.82174 -1.80519
H -2.67996 -2.01234 -0.65405
H -4.38694 -2.85720 -2.33440
H -2.87707 -3.80824 -2.25621
H -3.49921 -1.59102 -4.29817
H -3.44532 -3.29709 -4.64852
H -1.61679 -1.39812 -5.98197
H -1.69699 -3.14154 -6.16988
Br 4.18629 3.91832 4.74170
C 4.35715 4.32531 2.88408
C 5.47744 5.03567 2.47781
C 5.68166 5.29274 1.12387
C 4.78229 4.79890 0.18296
C 3.62324 4.14570 0.59420
C 3.39345 3.91075 1.95069
I 1.65718 2.85767 2.46017
H 6.21593 5.29391 3.21389
H 6.57344 5.83181 0.77499
H 4.98027 4.91708 -0.86640
H 2.90707 3.77366 -0.13023
C -2.52250 5.81895 1.42080
Si -2.18798 4.68519 -0.07659
C -3.65057 4.63478 -1.27678
C -0.59178 5.16582 -0.94566
C -2.10238 2.98594 0.61568
C -2.15510 1.91853 1.19148
H -2.33628 6.86437 1.18912
H -1.88869 5.57982 2.25752
H -3.54126 5.75889 1.78975
H -3.81291 5.61456 -1.73633
H -4.54103 4.35692 -0.72344
H -3.47358 3.92868 -2.10194
H -0.69348 6.16478 -1.39569
H -0.29947 4.48842 -1.73280
H 0.23832 5.18997 -0.25824
```

Its net charge is -1. The multiplicity is 2. The calculation puts the energy above the lowest of the compared OMol25 structures with the same formula, charge and spin at 0.00 kJ/mol. The value obtained for the molar mass is 1145.10 Da. The value obtained for the HOMO energy (alpha / beta) is -1.1391 / -4.4547 eV.

Below is C9H31BBaN3O14P2 as an isolated structure, with properties calculated with the ωB97M-V functional and the def2-TZVPD basis.

The geometry in XYZ format:
```
61
C9H31BBaN3O14P2 | OMol25 | the ωB97M-V functional and the def2-TZVPD basis
Ba 20.12647 32.93205 -19.02093
B 20.35926 32.16701 -16.37091
H 19.37106 32.74635 -16.70972
H 20.37832 31.97599 -15.18033
H 20.38858 31.09787 -16.94020
H 21.42202 32.64727 -16.67926
C 21.25406 28.81837 -16.07452
N 20.68450 28.42991 -17.39523
O 19.58685 27.92261 -17.37214
O 21.37243 28.56947 -18.39606
H 21.79211 27.94554 -15.71613
H 20.43143 29.06166 -15.41114
H 21.91491 29.66946 -16.18155
C 19.44991 31.81562 -11.89897
N 19.45758 30.41437 -11.40732
O 20.00665 29.59401 -12.11201
O 18.91698 30.18713 -10.34364
H 19.95450 32.45902 -11.18686
H 18.42352 32.14170 -12.04762
H 19.92379 31.80440 -12.87415
C 21.34752 35.37960 -13.29657
N 21.29735 34.64325 -12.03110
O 20.48845 35.01351 -11.20215
O 22.12226 33.77074 -11.85189
H 21.09904 34.71360 -14.12427
H 22.34262 35.77913 -13.45858
H 20.61150 36.17140 -13.23742
C 22.84661 35.61088 -16.68114
O 21.80205 36.54607 -16.35839
P 20.65289 36.82435 -17.42100
O 20.27842 35.65930 -18.23890
O 19.48557 37.38671 -16.60064
C 19.67760 38.40052 -15.58910
O 21.14492 38.03626 -18.28931
C 22.48417 38.44171 -18.55263
H 22.48605 34.59283 -16.55808
H 23.68100 35.77805 -16.00145
H 23.25793 35.78877 -17.67876
H 20.72047 38.71028 -15.53783
H 19.42074 37.95533 -14.63235
H 19.03989 39.24310 -15.82255
H 23.14241 38.31313 -17.69018
H 22.48421 39.51283 -18.75386
H 22.90107 37.94019 -19.42490
C 15.64559 29.86205 -11.88495
O 16.39030 29.62017 -13.08547
P 15.66509 29.90637 -14.47992
O 14.24181 29.63628 -14.52628
O 16.02276 31.41203 -14.81347
C 17.39734 31.72131 -15.04545
O 16.60380 29.12253 -15.47161
C 16.82970 27.70414 -15.29884
H 15.99381 29.17964 -11.11090
H 14.58302 29.69358 -12.04325
H 15.84678 30.87107 -11.51830
H 18.00930 31.18953 -14.32812
H 17.52391 32.79418 -14.91283
H 17.67885 31.43739 -16.04974
H 16.09040 27.15694 -15.88010
H 16.77801 27.42711 -14.24971
H 17.81688 27.48797 -15.69642
```

Its net charge is +1. The calculation puts the energy above the lowest of the compared OMol25 structures with the same formula, charge and spin at 0.00 kJ/mol. The value obtained for the molar mass is 615.44 Da. The value obtained for the HOMO energy is -12.3189 eV.

Below is an isolated molecule of C23H23N3O6, with properties calculated with the ωB97M-V functional and the def2-TZVPD basis.

The geometry in XYZ format:
```
55
C23H23N3O6 | OMol25 | the ωB97M-V functional and the def2-TZVPD basis
C 5.05789 -0.44773 -3.60512
C 4.19515 -0.69077 -2.47049
C 3.49047 -0.90605 -1.52540
C 2.61013 -1.12149 -0.38569
N 1.43881 -0.28802 -0.48929
C 1.46771 1.08235 -0.44023
C 2.55267 1.94078 -0.37392
C 2.30134 3.30532 -0.34543
C 1.01154 3.80594 -0.38431
C -0.07669 2.94233 -0.47200
C 0.16383 1.59119 -0.49838
C -0.78858 0.42481 -0.66966
C -2.06448 0.63320 0.10478
N -3.06507 1.05161 -0.56020
C -2.71570 1.06966 -1.97122
C -3.81901 0.30428 -2.69414
O -3.79650 -0.87652 -2.91897
O -4.82238 1.11051 -3.02305
C -5.95374 0.49450 -3.62681
H -6.63518 1.29958 -3.88839
H -6.42625 -0.19500 -2.92496
H -5.65151 -0.06098 -4.51699
H -2.72210 2.10347 -2.32992
C -1.34122 0.37500 -2.10316
H -0.69260 0.87580 -2.81786
H -1.50187 -0.65762 -2.41937
N -2.05367 0.40608 1.43784
C -1.10690 -0.42252 2.00000
C -0.10511 -0.98482 1.29579
C 0.88510 -1.88984 1.93847
O 1.03483 -3.04989 1.65412
O 1.64269 -1.23434 2.82707
C 2.60595 -2.01798 3.51708
H 3.27412 -2.51275 2.80833
H 3.16035 -1.33080 4.15101
H 2.10708 -2.78024 4.11823
C 0.09079 -0.74712 -0.20085
H -0.10905 -1.68412 -0.73547
C -1.39759 -0.69432 3.43820
O -2.19353 -0.03867 4.06596
O -0.75503 -1.75352 3.92029
C -1.00624 -2.08290 5.28177
H -0.69246 -3.11597 5.40937
H -2.06842 -1.97023 5.50681
H -0.43153 -1.42460 5.93635
H -2.85796 0.64563 2.00432
H -1.08570 3.32528 -0.51105
H 0.84608 4.87185 -0.35255
H 3.13495 3.99005 -0.28675
H 3.56233 1.56242 -0.35127
H 3.17103 -0.91320 0.54053
H 2.29202 -2.16815 -0.37320
H 4.79596 -1.11609 -4.42472
H 6.09743 -0.61884 -3.32675
H 4.94582 0.58349 -3.93876
```

Its structure (SMILES) is CC#CCN1c2ccccc2[C@]23C[C@@H](C(=O)OC)N=C2NC(C(=O)OC)=C(C(=O)OC)[C@H]13. The calculation puts the energy above the lowest of the compared OMol25 structures with the same formula, charge and spin at 258.36 kJ/mol. The value obtained for the molar mass is 437.45 Da. The value obtained for the HOMO energy is -7.7247 eV.

Below is a 2-piece molecular cluster, CH2N2O3 overall, with properties calculated with the ωB97M-V functional and the def2-TZVPD basis.

The geometry in XYZ format:
```
8
CH2N2O3 | OMol25 | the ωB97M-V functional and the def2-TZVPD basis
C -0.16647 -1.21523 0.25460
N 0.13575 -0.09181 -0.17967
N -0.13836 1.20526 0.29857
O 1.20698 0.20141 -2.19121
O -0.77237 1.89852 -0.42194
O 0.33922 1.44781 1.36693
H 0.20144 -2.09642 -0.25531
H -0.80620 -1.34954 1.12804
```

The calculation puts the energy above the lowest of the compared OMol25 structures with the same formula, charge and spin at 758.78 kJ/mol. The value obtained for the molar mass is 90.04 Da. The value obtained for the HOMO energy (alpha / beta) is -11.1098 / -11.1188 eV.